# 1
C40H27BF4LaN7O13P2 as an isolated structure. Source: the OMol25 dataset; level of theory: ωB97M-V/def2-TZVPD.

Each line ends with the Mulliken charge.
Element x y z (Å)
1 La 1.784501 0.151099 1.055799  3.4614
2 O 0.115354 1.556294 -3.034982  -0.8136
3 C 0.824759 1.388151 -2.015147  -0.1107
4 O 0.404154 1.188389 -0.837055  -0.2949
5 C 2.328596 1.305838 -2.290366  0.0475
6 C 2.909504 1.666744 -3.481243  -0.6441
7 C 4.289017 1.570173 -3.547835  -0.3730
8 C 5.015215 1.041815 -2.498465  -0.7309
9 C 4.271402 0.566381 -1.419259  0.1719
10 N 3.022953 0.795269 -1.253185  0.9699
11 C 4.925383 -0.300417 -0.280793  0.0207
12 O 6.162027 -0.346799 -0.330410  -0.8269
13 O 4.095689 -0.658783 0.586608  -0.5508
14 H 2.237988 2.043108 -4.286306  0.4391
15 H 4.706552 1.879053 -4.495027  0.4266
16 H 6.114389 0.786351 -2.491942  0.4086
17 O 1.178196 -1.554094 -0.953193  -0.9341
18 P -0.080349 -1.889606 -1.745475  1.3733
19 C -1.483655 -0.698059 -1.696887  -1.5006
20 P -1.750105 -0.422084 0.026502  0.3986
21 O -0.573274 -0.745161 0.838876  0.2654
22 C -3.047587 -1.544976 0.359055  0.4412
23 C -2.806115 -2.739278 1.069849  -0.4454
24 C -3.829014 -3.600258 1.348556  -0.5770
25 C -5.094194 -3.382891 0.723304  -0.4678
26 C -5.338182 -2.250559 0.004692  -0.8467
27 C -4.343001 -1.291939 -0.079362  -0.3997
28 C -2.419995 1.203979 0.424803  0.9486
29 C -2.861714 1.486828 1.737023  -1.0600
30 C -3.390558 2.748277 1.947734  -0.7764
31 C -3.685435 3.631747 0.904657  -0.5696
32 C -3.304388 3.330177 -0.388725  -0.6892
33 C -2.663680 2.132535 -0.601251  -0.4064
34 C 0.243525 -1.980576 -3.594316  0.5638
35 C -0.710111 -2.263489 -4.586556  -0.3500
36 C -0.283146 -2.336688 -5.937613  -0.6046
37 C 1.012471 -2.001001 -6.299594  -0.6719
38 C 1.950883 -1.546981 -5.315128  -0.7688
39 C 1.570755 -1.581672 -3.950860  -0.4176
40 C -0.667431 -3.523698 -1.334312  0.8363
41 C -1.821945 -4.112973 -1.882906  -0.3346
42 C -2.192452 -5.424017 -1.496273  -0.7288
43 C -1.374458 -6.174341 -0.615941  -0.6961
44 C -0.242350 -5.566947 -0.084780  -0.4900
45 C 0.092630 -4.275455 -0.411822  -0.4963
46 H -2.341050 -1.146673 -2.191616  0.9987
47 H -1.151546 0.130644 -2.335838  0.7530
48 H -1.793808 -2.843525 1.463436  0.3198
49 H -3.519165 -4.461606 1.908711  0.4935
50 H -5.803877 -4.229972 0.710870  0.3046
51 H -6.312268 -2.146833 -0.473426  0.3935
52 H -4.495229 -0.399727 -0.691973  0.4359
53 H -2.641314 0.799010 2.544514  0.9253
54 H -3.591889 3.072917 2.967535  0.4214
55 H -4.276516 4.530328 1.118259  0.3624
56 H -3.485105 3.971846 -1.242824  0.4534
57 H -2.228748 1.926874 -1.574160  0.2157
58 H -1.732210 -2.561026 -4.377970  0.2202
59 H -1.000653 -2.690685 -6.729067  0.2951
60 H 1.201915 -2.108100 -7.329945  0.4218
61 H 2.895093 -1.163352 -5.553250  0.5667
62 H 2.331194 -1.307853 -3.213965  0.2643
63 H -2.457376 -3.491794 -2.517790  0.3020
64 H -3.177348 -5.799930 -1.808790  0.3297
65 H -1.653846 -7.234856 -0.501045  0.3577
66 H 0.457122 -6.035079 0.606962  0.4596
67 H 0.973346 -3.845025 0.105826  0.1948
68 F 1.511476 -2.926007 3.893519  -0.3432
69 B 1.346675 -3.230388 2.591355  -0.3575
70 F 2.119480 -2.319277 1.809175  -0.2435
71 F 0.041037 -3.075751 2.110298  -0.1414
72 F 1.735130 -4.564164 2.331051  -0.3560
73 N 0.172498 1.088066 2.898091  -0.5445
74 C -0.617635 1.380130 3.730763  0.3400
75 N -1.592390 1.796226 4.479306  -0.6298
76 C -1.737195 1.309842 5.674841  0.5607
77 N -2.006666 0.897928 6.733339  -0.7159
78 O 0.875677 5.795162 6.114682  -0.6624
79 N 0.945218 6.119813 4.941954  1.0698
80 O 0.542786 7.155288 4.528654  -0.6563
81 C 1.642388 5.200143 4.080677  -0.5500
82 C 2.246265 3.991810 4.397856  -0.3602
83 C 2.581548 3.102661 3.423014  -0.2368
84 C 2.397228 3.354811 2.036459  0.8947
85 O 2.675976 2.475609 1.144072  -0.9421
86 C 2.066282 4.696058 1.741835  -0.3327
87 C 1.626369 5.565253 2.752096  -0.2047
88 N 2.094885 5.240567 0.347840  0.8949
89 O 2.381706 6.445646 0.092209  -0.6431
90 O 1.818065 4.462247 -0.563854  -0.4827
91 N 3.213821 1.867284 3.871923  1.1392
92 O 3.080895 0.832844 3.312971  -0.5960
93 O 3.785332 1.944418 4.950762  -0.6920
94 H 2.298599 3.629406 5.427272  0.5244
95 H 1.265025 6.539331 2.472938  0.5815

Cartesian forces (eV/Å) of the 3 atoms listed first:
La -0.037 -1.023 -1.076
O 0.067 0.001 0.723
C -0.223 0.161 -1.243

**E_HOMO**: -4.142 eV
**Total charge**: -2


# 2
A 2-piece molecular cluster, C2HIO2 overall. Source: the OMol25 dataset; level of theory: ωB97M-V/def2-TZVPD.

Each line ends with the natural charge from an NBO analysis.
Element x y z (Å)
1 C 1.959164 1.811744 -0.201114  0.4948
2 C -1.158752 -0.889350 0.473521  0.2483
3 O 1.881629 1.822527 -1.317231  -0.5095
4 O -1.510456 -0.122914 1.303280  -0.4766
5 I 0.652404 -0.951659 -0.487337  0.1012
6 H -1.823990 -1.670348 0.228882  0.1419

Cartesian forces (eV/Å) of the 3 atoms listed first:
C 0.279 0.451 0.899
C -0.911 0.447 1.233
O 0.117 0.377 -0.976

**E_HOMO**: -10.120 eV


# 3
C2H7N3S as an isolated structure. Source: the OMol25 dataset; level of theory: ωB97M-V/def2-TZVPD.

Each line ends with the natural charge from an NBO analysis.
Element x y z (Å)
1 C 1.084238 1.518717 -0.004349  -0.4203
2 C -0.201570 -0.515191 -0.047742  0.1732
3 H 0.811401 1.820256 1.323090  0.2174
4 H 0.374580 2.141733 -0.948139  0.2513
5 H 2.421448 1.630366 -0.413813  0.2175
6 H 1.895883 -2.061469 1.299965  0.0492
7 H -0.134793 -1.666977 -0.194198  0.1882
8 H -2.327287 -1.671049 -0.259501  0.3371
9 H -3.246302 -0.157461 -0.538848  0.3565
10 N 0.979372 0.154104 -0.064197  -0.6507
11 N -1.386787 0.203500 0.090989  -0.2915
12 N -2.587753 -0.580014 -0.083697  -0.6511
13 S 2.317569 -0.816517 -0.159563  0.2232

Cartesian forces (eV/Å) of the 3 atoms listed first:
C 2.056 4.237 0.140
C -5.843 0.999 -0.010
H 0.855 -0.014 -4.345

**E_HOMO**: -7.700 eV


# 4
C33H27BClN8O2Pt as an isolated structure. Source: the OMol25 dataset; level of theory: ωB97M-V/def2-TZVPD.

Each line ends with the Löwdin spin population.
Element x y z (Å)
1 Pt 0.436642 0.198083 -0.279457  0.6766
2 C 0.473493 0.361008 4.173047  0.0034
3 C -0.082993 -0.062849 2.962534  0.0066
4 N 0.579340 0.477456 1.952422  0.1423
5 N 1.579371 1.223321 2.467872  0.0084
6 C 1.523331 1.179337 3.812953  -0.0014
7 B 2.456634 1.977366 1.448991  0.0006
8 N 1.481857 2.789257 0.525788  -0.0006
9 C 1.098394 4.069165 0.587446  0.0013
10 C 0.219590 4.324584 -0.449171  0.0007
11 C 0.093723 3.107831 -1.107252  0.0050
12 N 0.862733 2.187646 -0.522082  0.0090
13 N 3.214566 0.957158 0.554468  -0.0003
14 C 4.488382 1.013369 0.127276  -0.0002
15 C 4.691310 -0.003060 -0.780945  0.0002
16 C 3.454729 -0.644341 -0.872284  0.0013
17 N 2.579378 -0.069563 -0.055711  0.0061
18 N 3.464969 2.921177 2.072332  -0.0001
19 C 4.087196 3.969597 1.471619  0.0000
20 C 5.101564 4.386569 2.293691  0.0000
21 C 5.033865 3.508165 3.392314  0.0000
22 N 4.061648 2.627476 3.251739  0.0000
23 H 0.159021 0.105104 5.169113  0.0010
24 H -0.910461 -0.725719 2.768541  0.0004
25 H 2.253098 1.705015 4.401074  0.0005
26 H 1.475728 4.715409 1.361840  0.0001
27 H -0.263329 5.255074 -0.686855  0.0001
28 H -0.496498 2.845146 -1.969680  0.0007
29 H 5.165306 1.760612 0.506133  0.0000
30 H 5.600437 -0.243111 -1.302396  0.0000
31 H 3.148914 -1.483494 -1.474964  0.0001
32 H 3.775106 4.329134 0.505347  0.0000
33 H 5.786263 5.199929 2.129578  0.0000
34 H 5.653444 3.482221 4.274651  0.0000
35 C -6.012488 -1.783648 1.088764  -0.0003
36 C -5.446944 -1.782479 -0.181799  0.0000
37 C -4.271347 -1.098052 -0.430783  -0.0003
38 C -3.632756 -0.377958 0.586230  -0.0003
39 C -4.213935 -0.391075 1.856337  -0.0003
40 C -5.387124 -1.086445 2.109134  0.0001
41 C -2.353905 0.339606 0.431146  -0.0012
42 C -1.536720 0.487750 -0.632297  0.0151
43 C -1.996068 0.682786 -2.028356  0.0096
44 C -3.268667 1.226263 -2.261243  0.0014
45 C -3.722105 1.469819 -3.543809  0.0003
46 C -2.907578 1.195581 -4.637320  0.0013
47 C -1.637616 0.684655 -4.426434  0.0006
48 C -1.181670 0.440241 -3.137396  0.0106
49 H -6.922196 -2.337147 1.281636  0.0000
50 H -5.924372 -2.329975 -0.984772  0.0000
51 H -3.831699 -1.139017 -1.416453  0.0000
52 H -3.731518 0.158387 2.657482  0.0000
53 H -5.807621 -1.088509 3.106799  0.0000
54 H -1.970666 0.724985 1.371255  -0.0002
55 H -3.898473 1.457404 -1.412710  0.0000
56 H -4.713669 1.877975 -3.693849  0.0000
57 H -3.259056 1.389908 -5.642498  0.0001
58 H -0.994792 0.463707 -5.269116  0.0000
59 H -0.194730 0.023920 -2.992134  0.0066
60 Cl 0.639155 -8.347419 -1.059641  0.0001
61 C 0.549258 -6.611644 -1.048699  0.0003
62 C 0.542532 -5.942206 0.164398  0.0000
63 C 0.467951 -4.558906 0.166932  0.0007
64 C 0.414782 -3.859366 -1.032759  0.0008
65 C 0.422863 -4.547718 -2.240223  0.0009
66 C 0.481778 -5.930902 -2.254475  0.0000
67 C 0.392326 -2.371050 -1.043264  0.0087
68 O 0.714075 -1.723019 -2.047527  0.0640
69 O 0.039629 -1.781525 0.049412  0.0194
70 H 0.595724 -6.500030 1.088646  0.0000
71 H 0.451506 -4.010789 1.099050  0.0000
72 H 0.377969 -3.987666 -3.164444  0.0003
73 H 0.481392 -6.480543 -3.185156  0.0000

Cartesian forces (eV/Å) of the 3 atoms listed first:
Pt 0.239 0.572 0.193
C -0.002 -0.003 0.002
C 0.023 -0.004 0.008

**E_HOMO (alpha / beta)**: -7.304 / -7.313 eV
**Expectation value of S²**: 0.7529
**Multiplicity**: 2


Calculated values (kcal/mol) of ΔE to the lowest compared entry with this formula, charge and spin for the records, taken in order: 21.6 7.8 180.7 7.5.
Calculated values (eV) of electronic energy for the records, taken in order: -109959.7065 -14284.4740 -17485.0781 -67122.6570.